DFT (wB97M-V/def2-TZVPD) results for a 2-piece molecular cluster, C5H7ClO4S overall at a distorted geometry.

## Properties
Orbital gap ... 8.89 eV
E_HOMO ... -8.8 eV
Largest force on an atom ... 0.0872 hartree/bohr
Charge ... 0

Geometry as XYZ:
```
18
C5H7ClO4S, DFT wB97M-V/def2-TZVPD
Cl 2.1734 1.6090 -0.0148
C 1.0290 1.3029 1.2399
C -0.0780 0.7744 0.6748
O -1.1887 0.3105 1.2273
C -2.2995 0.2765 0.2707
C -1.5942 0.6183 -1.0668
O -0.2433 0.7779 -0.7006
H 1.3052 1.2989 2.2989
H -3.2360 0.8085 0.5402
H -2.6362 -0.8027 0.2290
H -1.5398 -0.2549 -1.6646
H -2.0003 1.5071 -1.5780
C 0.9009 -1.7220 -0.2413
S 2.4530 -1.1680 -0.2694
O 2.9702 -0.8880 -1.5735
O 3.2298 -1.4629 0.8451
H 0.3912 -1.8070 0.7313
H 0.3632 -1.1785 -0.9484
```